# C9H12NOS

An isolated ion of composition C9H12NOS and charge +1 in a non-equilibrium geometry (ωB97M-V with the def2-TZVPD basis set, the Open Molecules 2025 dataset).

The geometry in ORCA input format:
```
! RIJCOSX wB97M-V def2-TZVPD def2/J DEFGRID3
* xyz 1 1
C -0.26 1.54 0.07
C -0.58 0.83 1.14
C -0.24 -1.33 0.34
C 0.06 1.12 -1.22
C 0.27 -0.14 -1.56
C 0.64 2.14 -2.25
C 1.53 1.26 -3.24
C -1.45 -2.44 2.84
C -0.74 -1.08 2.63
N -0.52 -0.60 1.31
O 2.61 -1.01 -2.67
S 1.29 -0.53 -3.07
H -0.24 2.56 0.25
H -0.77 1.45 2.09
H -0.30 -2.39 0.27
H -0.05 2.71 -2.80
H 1.33 2.93 -1.93
H 1.35 1.72 -4.20
H 2.55 1.37 -3.03
H -1.75 -2.59 3.92
H -1.04 -3.35 2.33
H -2.57 -2.53 2.57
H 0.21 -1.27 3.08
H -1.32 -0.36 3.12
*
```

total energy	-23886.959	eV
LUMO level	-4.87	eV
ΔE to the lowest compared entry with this formula, charge and spin	6.6723	eV

natural (NBO) population analysis, charges in e, atoms 1 to 8: number 1, C, carries -0.155; number 2, C, carries -0.013; number 3, C, carries 0.308; number 4, C, carries -0.166; number 5, C, carries -0.054; number 6, C, carries -0.413; number 7, C, carries -0.624; number 8, C, carries -0.676